The following is a DFT calculation (wB97M-V/def2-TZVPD) of 10 unconnected molecules or ions with the total composition C24H74N6O10 in a non-equilibrium geometry.

Geometry as XYZ:
```
114
Properties=species:S:1:pos:R:3:forces:R:3
C 1.69053 -1.99407 -2.29207 0.6 -1.4 -0.8
O 0.36108 -2.51301 -2.52049 1.5 1.1 -0.4
C -0.43487 -1.48844 -3.08319 -2.4 0.7 0.5
C -1.88852 -1.99181 -3.40577 2.9 0.0 -0.6
C -1.85650 -2.62313 -4.80280 0.1 -0.7 0.7
N -2.87508 -0.91884 -3.45916 0.3 -0.7 0.1
H 2.32961 -2.79049 -1.91078 -0.4 -0.3 0.4
H 1.86605 -1.14109 -1.63655 -0.9 0.2 0.1
H 2.16799 -1.80502 -3.25352 -0.2 0.5 -0.3
H -0.62429 -0.75659 -2.29794 0.4 0.5 0.1
H -0.03711 -0.98927 -3.96676 0.6 -0.2 0.0
H -2.02073 -2.68075 -2.57151 -0.7 -0.4 -0.2
H -1.55812 -1.85829 -5.51980 -0.4 0.0 -0.1
H -2.80751 -3.10314 -5.03358 -0.2 0.3 -0.3
H -1.11541 -3.41897 -4.87715 0.2 -0.1 0.2
H -3.66860 -1.53898 -3.38256 -1.1 0.7 -0.1
H -2.87208 -0.40700 -2.58847 0.0 0.0 0.4
C 8.14153 1.12050 -0.11371 0.2 0.1 0.4
O 6.99809 0.31171 -0.15928 -0.3 -0.2 0.1
C 5.82306 0.98268 0.29278 -0.3 -0.9 -2.3
C 4.60960 0.09654 -0.18146 -0.3 -0.1 2.0
C 3.32930 0.79211 0.22879 -0.3 1.0 -0.3
N 4.58805 -1.27023 0.42419 0.2 0.7 -1.0
H 9.02384 0.57202 -0.44359 -0.2 -0.3 0.0
H 8.29906 1.43290 0.91862 0.3 0.3 0.1
H 8.06285 2.00571 -0.74483 -0.2 0.2 -0.1
H 5.86881 1.25577 1.34702 -0.2 -0.4 0.3
H 5.73903 1.90939 -0.27490 0.0 0.4 0.0
H 4.60260 -0.08950 -1.25545 0.5 0.4 0.0
H 2.44648 0.17246 0.07143 0.2 -0.1 0.3
H 3.13478 1.71836 -0.31187 0.2 0.0 -0.5
H 3.38215 1.19997 1.23823 -0.1 -0.6 0.4
H 4.40881 -1.24044 1.41771 0.3 0.2 0.2
H 5.51464 -1.62394 0.23338 0.1 -0.5 0.4
C 2.06146 3.72291 2.57535 1.3 -0.4 1.2
O 1.77775 4.28607 1.35191 -1.3 0.9 -1.0
C 0.36051 4.53251 1.15955 0.3 -1.9 0.1
C 0.09036 5.73116 0.29913 -0.5 0.1 0.6
C 0.48593 6.94622 1.08170 0.2 1.0 -0.1
N -1.32238 5.79087 -0.11100 0.4 -0.7 -0.3
H 3.11977 3.46345 2.60311 0.2 -0.1 -0.4
H 1.54882 2.79521 2.82966 -0.5 0.0 -0.2
H 1.98179 4.41874 3.41056 -0.6 0.2 0.1
H -0.06593 3.62829 0.72523 0.0 -0.2 -0.6
H -0.15563 4.54189 2.11955 0.1 0.8 0.4
H 0.71707 5.64301 -0.58832 0.0 0.0 -0.1
H -0.06452 7.09889 2.01002 -0.1 -0.5 0.2
H 0.20091 7.82143 0.49787 0.6 0.3 -0.2
H 1.55302 6.89991 1.29911 0.0 0.4 0.0
H -1.95444 5.41386 0.58070 0.0 0.2 0.2
H -1.59301 6.73716 -0.33772 -0.1 0.0 0.1
C -6.88162 5.64364 -0.26220 -0.8 -0.1 0.5
O -5.62506 5.06694 -0.08697 1.5 0.1 -0.5
C -5.40185 3.88662 -0.89143 -1.1 0.2 0.7
C -3.95597 3.36941 -0.99263 -0.9 1.2 -0.1
C -3.86017 2.50749 -2.20971 -0.4 -0.4 -0.7
N -3.55393 2.64569 0.19964 0.4 0.3 0.7
H -7.02095 6.32687 -1.09999 0.6 0.0 -0.4
H -7.13034 6.21607 0.63142 0.2 0.0 0.1
H -7.65387 4.88022 -0.35667 -0.2 -0.2 0.0
H -6.06323 3.16599 -0.41040 0.3 -0.8 0.0
H -5.85144 4.01744 -1.87573 0.4 0.4 -0.4
H -3.31084 4.23565 -1.13933 0.1 0.2 0.0
H -4.78982 1.96599 -2.38470 -0.1 -0.2 0.1
H -3.09415 1.73674 -2.12451 0.2 0.4 -0.2
H -3.72826 3.16432 -3.06952 0.3 -0.3 -0.2
H -3.42348 3.36888 0.89251 -0.6 0.1 0.8
H -2.58021 2.40762 0.07600 0.4 -0.5 -0.4
C -2.21548 -1.97895 3.31591 0.2 -1.0 -0.1
O -0.89661 -1.80954 2.75437 -0.6 0.2 0.0
C -0.03644 -2.91869 2.99427 1.8 0.5 0.1
C 1.46466 -2.60849 2.58733 -1.1 1.6 -0.2
C 1.94824 -1.22286 3.10119 -0.1 -0.7 0.0
N 1.59589 -2.60297 1.13701 0.2 0.5 0.3
H -2.09432 -2.11235 4.39092 -0.3 -0.1 0.1
H -2.72544 -2.82719 2.85925 0.4 -0.6 0.2
H -2.97296 -1.22341 3.10742 1.0 0.9 -0.2
H -0.00908 -3.09582 4.06943 -0.3 -0.4 0.1
H -0.32030 -3.79655 2.41385 -0.5 -0.2 0.3
H 2.19874 -3.28478 3.02535 -0.7 -0.8 0.4
H 1.78645 -0.39735 2.40805 -0.3 -0.2 0.0
H 3.02639 -1.34019 3.21040 0.1 0.4 0.3
H 1.48909 -0.98241 4.06008 0.2 0.1 0.1
H 1.48403 -3.51599 0.71990 0.2 -0.1 0.2
H 2.54870 -2.33684 0.93351 0.3 0.2 -0.4
C 3.02897 -5.25408 -0.53598 2.0 -0.1 0.2
O 1.73458 -5.00337 -0.16707 -1.6 -1.2 -0.4
C 0.79734 -5.49750 -1.13679 -0.7 -1.1 0.8
C -0.63840 -5.34219 -0.57773 1.7 2.0 -1.2
C -1.62340 -5.74943 -1.63290 -1.0 -2.0 0.1
N -0.81827 -3.91453 -0.37025 0.0 0.5 0.5
H 3.21492 -6.28166 -0.84839 -0.3 -0.1 -0.5
H 3.70818 -5.15631 0.31090 -0.2 0.3 0.4
H 3.38617 -4.52020 -1.25842 0.0 -0.2 -0.5
H 0.96740 -5.02984 -2.10657 -0.3 0.6 0.0
H 0.87686 -6.56381 -1.34832 0.9 -0.4 0.4
H -0.74533 -5.80630 0.40272 0.0 -0.7 -0.3
H -2.50792 -6.06300 -1.07845 -0.4 0.2 -0.4
H -1.31315 -6.64283 -2.17482 0.2 -0.3 0.2
H -1.91309 -5.08896 -2.45019 0.3 0.7 0.6
H -0.30073 -3.52360 -1.14448 -0.7 0.7 -0.6
H -0.18164 -3.60092 0.34839 -0.5 0.0 0.6
O 0.12708 1.98171 5.02179 0.3 0.0 0.0
H -0.45342 2.17242 5.75860 -0.1 0.1 0.2
H -0.46195 1.72428 4.31257 -0.1 -0.1 -0.3
O -3.02958 -0.15634 -0.46155 -0.1 -0.3 -0.2
H -3.48083 0.57554 -0.04090 -0.5 0.5 0.2
H -2.13542 -0.11372 -0.12259 0.9 -0.1 0.1
O -3.61190 -2.88829 -0.22397 -0.8 -0.4 0.1
H -2.81936 -3.41612 -0.32149 0.7 -0.2 0.0
H -3.29148 -1.99484 -0.10024 0.0 0.5 -0.1
O -0.28365 -0.48934 0.56435 -0.5 1.3 -1.0
H 0.65449 -0.67456 0.52176 0.1 -0.5 -0.1
H -0.60296 -1.03216 1.28519 -0.1 -0.5 0.6
```
Positions in Å, forces in eV/Å.

Summary:
E = -2039.56820 a.u.
orbital gap = 9.25 eV
LUMO level = 0.39 eV
relative energy (zero: lowest compared OMol25 entry of this formula, charge and spin) = 2.428 eV
spin multiplicity = 1
SMILES = COC[C@H](C)N.COC[C@H](C)N.COC[C@H](C)N.COC[C@H](C)N.COC[C@H](C)N.COC[C@H](C)N.O.O.O.O
max |F| = 2.92 eV/Å